1.
{"formula": "C2H9N4", "method": "ωB97M-V/def2-TZVPD", "smiles": "NC(=[NH2+])C(N)N", "charge": 1, "gap_ev": 10.744, "energy_ha": -300.4032, "lumo_ev": -3.32, "de_lowest_kcal_mol": 10.1, "homo_energy_ev": -14.1, "molar_mass_g_mol": 89.1, "species": ["C", "C", "N", "N", "N", "N", "H", "H", "H", "H", "H", "H", "H", "H", "H"], "coordinates": [[0.322, 0.292, -0.534], [-0.782, -0.294, 0.357], [1.474, -0.668, -0.649], [-0.858, -1.567, 0.525], [-1.634, 0.556, 0.733], [0.655, 1.639, 0.015], [-0.065, 0.377, -1.585], [1.778, -0.965, -1.583], [2.263, -0.214, -0.145], [-1.536, -2.108, 1.017], [-0.112, -2.150, 0.113], [-1.657, 1.531, 0.484], [-2.403, 0.078, 1.238], [1.362, 1.459, 0.752], [1.193, 2.034, -0.739]], "forces_ev_per_angstrom": [[1.362, -0.799, -0.980], [2.604, 0.418, -2.720], [0.013, 1.164, 1.101], [1.357, -2.222, -0.420], [-3.715, -0.425, 2.384], [0.554, -1.863, -0.437], [-0.224, 0.223, 1.110], [-0.406, 0.619, 0.447], [-0.545, -0.969, -0.695], [-0.730, 0.233, 0.420], [-0.198, 0.809, 0.339], [0.350, 0.088, 0.136], [0.114, 1.544, -0.327], [-0.693, 0.418, -0.217], [0.157, 0.763, -0.140]], "lowdin_charge": [-0.337, -0.383, 0.040, 0.235, 0.234, 0.062, 0.172, 0.095, 0.095, 0.141, 0.143, 0.146, 0.172, 0.103, 0.085]}

---

2.
{"formula": "C19H21NO", "method": "ωB97M-V/def2-TZVPD", "smiles": "c1ccc(CCN[C@@]23O[C@H]4[C@@H]5[C@@H]6[C@H]7C[C@@H]([C@@H]6[C@@H]52)[C@@H]3[C@H]74)cc1", "charge": 0, "gap_ev": 9.630, "energy_ha": -866.5018, "lumo_ev": 0.86, "de_lowest_kcal_mol": 95.2, "homo_energy_ev": -8.8, "molar_mass_g_mol": 279.4, "species": ["O", "C", "C", "C", "C", "C", "C", "N", "C", "C", "C", "C", "C", "C", "C", "C", "C", "C", "C", "C", "C", "H", "H", "H", "H", "H", "H", "H", "H", "H", "H", "H", "H", "H", "H", "H", "H", "H", "H", "H", "H", "H"], "coordinates": [[1.879, 0.462, -1.670], [-3.357, -3.710, 1.915], [-2.782, -2.422, 1.869], [-2.622, -4.752, 1.272], [-1.584, -2.146, 1.251], [-1.382, -4.469, 0.629], [-0.849, -3.206, 0.753], [1.048, -0.728, 0.132], [0.573, -3.086, 0.190], [0.689, -1.882, -0.718], [0.797, 3.748, 0.878], [1.791, 1.856, -2.083], [1.019, 0.449, -0.645], [1.081, 3.785, -0.592], [0.444, 2.316, 0.901], [2.155, 2.559, -0.774], [0.245, 2.069, -2.148], [1.638, 1.527, 0.239], [-0.274, 1.091, -1.135], [-0.134, 3.169, -1.232], [-0.663, 2.204, -0.165], [-4.322, -3.883, 2.341], [-3.384, -1.666, 2.395], [-3.064, -5.730, 1.204], [-1.243, -1.067, 1.314], [-0.908, -5.364, 0.189], [2.026, -0.777, 0.492], [0.839, -3.994, -0.407], [1.331, -3.062, 1.039], [-0.255, -1.693, -1.177], [1.473, -2.073, -1.375], [1.711, 4.079, 1.423], [0.083, 4.500, 1.196], [2.340, 2.193, -3.015], [1.402, 4.729, -0.946], [0.317, 1.846, 1.902], [3.200, 2.861, -0.653], [-0.132, 2.216, -3.089], [2.403, 1.144, 0.977], [-1.143, 0.399, -1.274], [-0.678, 3.951, -1.513], [-1.708, 2.555, 0.108]], "forces_ev_per_angstrom": [[2.247, -0.340, -4.743], [2.424, -0.519, -1.566], [-2.040, -0.575, 0.826], [-0.397, 1.768, -0.123], [0.087, 1.482, 1.076], [-2.320, -1.606, 1.790], [2.079, -0.585, -1.499], [-0.262, -0.543, -0.735], [0.025, -0.616, 0.436], [0.729, -0.068, 2.943], [1.806, 1.748, 0.595], [-0.209, 0.042, -0.004], [0.138, 1.306, 3.422], [2.356, -1.818, -0.139], [0.055, -2.399, 2.167], [-0.654, 1.911, -0.018], [1.300, 0.073, 0.306], [-0.672, 2.264, 1.499], [-2.587, -2.626, 0.764], [2.509, -0.257, 1.987], [-0.473, 1.476, 0.666], [-0.277, -0.084, 0.320], [0.586, 0.074, -0.508], [0.021, -0.349, 0.019], [0.053, -1.662, -0.333], [0.216, 1.026, 0.094], [-1.139, -0.508, -0.410], [-0.461, 0.517, 0.596], [-0.831, 0.206, -0.975], [-0.462, 0.195, -0.624], [1.060, -0.142, -1.816], [-0.350, -0.724, -0.054], [-0.805, -0.249, -0.026], [-0.414, -1.113, 1.132], [0.388, 0.931, -0.711], [-0.708, 0.454, -0.584], [-0.209, -0.118, -0.126], [-0.971, -0.513, -2.484], [-0.837, 0.394, -0.841], [1.016, 0.257, -0.664], [-3.086, 2.722, -1.665], [1.070, -1.432, 0.012]], "lowdin_charge": [0.013, -0.079, -0.105, -0.069, -0.055, -0.056, -0.246, 0.063, -0.139, -0.190, -0.127, -0.119, -0.549, -0.173, -0.201, -0.091, -0.107, -0.106, -0.087, -0.193, -0.105, 0.084, 0.104, 0.085, 0.128, 0.115, 0.142, 0.115, 0.137, 0.116, 0.096, 0.135, 0.121, 0.176, 0.129, 0.153, 0.145, 0.125, 0.169, 0.165, 0.111, 0.171]}

---

3.
{"formula": "C35H84N5O6", "method": "ωB97M-V/def2-TZVPD", "charge": 3, "gap_ev": 7.141, "energy_ha": -2107.9828, "lumo_ev": -4.49, "de_lowest_kcal_mol": 51.8, "homo_energy_ev": -11.6, "molar_mass_g_mol": 671.1, "species": ["N", "O", "O", "O", "C", "C", "C", "C", "N", "C", "C", "C", "C", "C", "C", "C", "H", "H", "H", "H", "H", "H", "H", "H", "H", "H", "H", "H", "H", "H", "H", "H", "H", "H", "H", "H", "H", "H", "H", "H", "C", "C", "N", "C", "C", "C", "C", "C", "O", "C", "H", "H", "H", "H", "H", "H", "H", "H", "H", "H", "H", "H", "H", "H", "H", "H", "H", "H", "H", "H", "C", "C", "N", "C", "C", "C", "C", "C", "O", "C", "H", "H", "H", "H", "H", "H", "H", "H", "H", "H", "H", "H", "H", "H", "H", "H", "H", "H", "H", "H", "C", "C", "N", "C", "C", "C", "C", "C", "O", "C", "H", "H", "H", "H", "H", "H", "H", "H", "H", "H", "H", "H", "H", "H", "H", "H", "H", "H", "H", "H"], "coordinates": [[0.368, 0.005, 0.325], [0.168, 1.156, -0.097], [-0.216, -0.946, -0.124], [1.113, -0.105, 1.265], [2.462, 1.592, -7.386], [2.052, 0.105, -7.204], [0.557, -0.231, -7.167], [-0.225, 0.387, -5.966], [-1.751, 0.198, -6.236], [-2.293, 0.867, -7.506], [-3.617, 1.638, -7.164], [-3.833, 1.409, -5.632], [-2.467, 0.910, -5.073], [-2.236, -1.274, -6.292], [-1.802, -2.246, -5.122], [-2.198, -3.728, -5.255], [3.525, 1.751, -7.567], [2.241, 2.133, -6.466], [1.811, 2.082, -8.110], [2.590, -0.187, -6.302], [2.535, -0.555, -7.925], [0.423, -1.310, -7.097], [0.111, 0.064, -8.117], [-0.057, 1.463, -5.998], [0.112, -0.042, -5.022], [-2.149, 0.247, -8.391], [-1.554, 1.634, -7.735], [-4.347, 1.184, -7.834], [-3.609, 2.675, -7.501], [-4.647, 0.721, -5.404], [-4.069, 2.360, -5.155], [-2.513, 0.222, -4.229], [-1.928, 1.797, -4.741], [-1.928, -1.647, -7.269], [-3.322, -1.355, -6.334], [-2.210, -1.921, -4.165], [-0.722, -2.215, -4.978], [-1.742, -4.338, -4.475], [-1.961, -4.211, -6.203], [-3.278, -3.721, -5.110], [-4.663, 4.488, 1.626], [-4.914, 4.363, 3.150], [-3.787, 3.563, 3.874], [-2.407, 4.126, 3.532], [-4.144, 3.790, 5.407], [-5.578, 3.403, 5.928], [-3.934, 2.023, 3.516], [-3.070, 1.063, 4.367], [-3.781, 0.825, 5.588], [-3.427, -0.156, 6.533], [-4.872, 3.579, 1.062], [-3.687, 4.859, 1.315], [-5.298, 5.269, 1.206], [-5.826, 3.801, 3.351], [-4.995, 5.372, 3.554], [-2.311, 5.179, 3.795], [-2.365, 3.983, 2.452], [-1.627, 3.521, 3.994], [-3.839, 4.788, 5.719], [-3.467, 3.156, 5.979], [-6.296, 3.016, 5.205], [-6.064, 4.280, 6.357], [-5.551, 2.744, 6.796], [-3.758, 1.836, 2.457], [-4.992, 1.761, 3.525], [-2.144, 1.592, 4.589], [-2.770, 0.098, 3.960], [-3.929, 0.148, 7.452], [-2.374, -0.116, 6.812], [-3.699, -1.174, 6.252], [5.502, 2.973, -1.365], [5.420, 3.346, 0.150], [6.836, 3.698, 0.723], [7.918, 2.612, 0.388], [7.392, 5.006, 0.141], [8.674, 5.591, 0.759], [6.705, 3.756, 2.296], [5.697, 4.657, 2.842], [5.402, 5.893, 2.153], [4.569, 6.656, 3.083], [5.804, 3.746, -2.072], [4.513, 2.679, -1.716], [6.198, 2.141, -1.472], [5.097, 2.530, 0.797], [4.681, 4.119, 0.363], [8.877, 2.904, 0.815], [8.012, 2.685, -0.696], [7.510, 1.613, 0.543], [6.571, 5.723, 0.122], [7.530, 4.751, -0.909], [9.611, 5.040, 0.686], [8.571, 5.950, 1.783], [8.862, 6.572, 0.324], [7.696, 3.906, 2.725], [6.456, 2.721, 2.530], [5.808, 4.812, 3.915], [4.744, 4.129, 2.881], [4.304, 7.606, 2.620], [5.150, 6.797, 3.994], [3.632, 6.121, 3.241], [1.487, -6.235, 2.616], [-0.111, -6.325, 2.803], [-0.748, -7.595, 2.051], [-0.696, -7.396, 0.519], [0.061, -8.837, 2.418], [0.018, -9.259, 3.866], [-2.249, -7.742, 2.494], [-3.191, -6.852, 1.709], [-2.884, -5.508, 1.916], [-3.947, -4.549, 1.472], [1.833, -6.472, 1.610], [2.123, -6.844, 3.258], [1.732, -5.194, 2.825], [-0.459, -5.460, 2.237], [-0.468, -6.369, 3.831], [0.335, -7.565, 0.209], [-0.869, -6.324, 0.418], [-1.384, -8.101, 0.053], [1.098, -8.679, 2.122], [-0.406, -9.628, 1.831], [0.703, -10.105, 3.910], [-0.970, -9.420, 4.299], [0.336, -8.563, 4.642], [-2.317, -7.688, 3.581], [-2.575, -8.776, 2.388], [-4.181, -7.123, 2.075], [-3.234, -7.060, 0.640], [-4.739, -4.400, 2.206], [-4.392, -4.819, 0.515], [-3.477, -3.591, 1.250]], "forces_ev_per_angstrom": [[-0.287, 2.214, 0.419], [-0.619, 1.241, -1.358], [-1.532, -2.475, -1.634], [2.316, -0.932, 2.550], [-1.238, -0.308, 0.360], [1.099, 0.247, 0.366], [0.008, 0.041, 0.883], [0.052, -0.356, -2.696], [-0.893, -0.357, 1.516], [1.749, 2.113, 0.506], [0.237, -1.938, -0.459], [0.435, 0.036, -0.321], [-0.959, 0.222, -0.661], [0.552, -1.268, 0.694], [1.041, 0.586, -0.311], [-0.751, 0.648, -0.328], [-0.204, -0.215, -0.349], [0.074, -0.005, 0.261], [0.422, 0.037, -0.506], [-0.464, -0.332, 0.471], [-0.202, 0.268, -0.482], [0.209, -0.138, -0.094], [-0.061, 0.205, 0.021], [-0.264, 0.004, 0.348], [-0.582, 0.015, 0.037], [-0.955, -0.539, 0.390], [0.211, 0.221, 0.224], [-0.603, -0.063, 0.602], [0.520, -0.009, 0.432], [0.081, -0.033, -0.220], [-0.073, -0.131, 0.045], [-0.121, 0.062, -0.157], [0.522, -0.284, -0.348], [0.389, -0.072, 0.175], [-0.158, 0.896, 0.038], [-0.117, 0.286, -0.082], [0.164, 0.236, -0.190], [-0.010, 0.282, 0.093], [0.024, 0.279, -0.109], [-0.105, -0.624, -0.124], [-0.312, 0.161, -0.070], [1.106, -0.552, -1.531], [-1.510, 0.109, 1.426], [-0.929, -1.075, -0.401], [0.392, -1.413, 0.512], [0.107, 0.932, -0.063], [0.149, -0.122, -0.316], [-0.360, 0.404, 1.599], [-0.717, 0.857, -0.693], [0.651, 0.336, 0.427], [0.031, -0.064, 0.170], [0.164, -0.209, 0.443], [-0.458, -0.134, 0.259], [0.104, 0.271, -0.070], [0.283, -0.264, 0.462], [-0.298, -0.173, 0.102], [0.499, 0.196, 0.196], [-0.214, 0.143, 0.124], [-0.331, 0.271, -0.757], [0.178, -0.179, -0.429], [0.342, -0.207, -0.045], [0.067, 0.338, -0.343], [0.452, -0.397, -0.452], [0.825, 0.718, -0.096], [-0.069, 0.260, 0.923], [0.355, -0.060, 0.079], [-0.352, 0.204, -0.872], [-0.327, -0.296, -0.117], [0.324, -0.100, -0.333], [-0.090, 0.030, -0.167], [-0.174, -0.180, 0.916], [1.123, -0.192, -0.730], [0.574, 0.210, 1.449], [-1.646, 1.077, -1.064], [-0.195, -0.055, -0.491], [-0.371, 0.670, 0.407], [1.879, -1.193, -1.913], [-3.103, 1.038, 0.182], [0.394, -0.294, 1.323], [0.452, -0.151, -1.141], [0.164, 0.363, 0.502], [0.008, -0.257, 0.260], [-0.336, -0.100, -0.243], [0.078, -0.448, -0.468], [0.645, 0.547, -0.077], [-0.414, -0.386, 0.420], [0.269, 0.046, 0.084], [0.305, 0.142, 0.760], [0.155, 0.003, 0.519], [0.353, 0.069, 0.013], [-0.309, -0.290, -0.196], [-0.359, -0.650, 0.335], [-0.074, -0.177, -0.760], [0.117, 0.278, -0.468], [-0.167, 0.072, 0.253], [0.950, 0.254, 0.072], [-0.359, -0.356, -0.357], [0.344, -0.062, -0.014], [-0.336, 0.165, 0.123], [0.034, -0.167, 0.327], [-1.218, -0.221, 0.535], [1.683, -1.041, -1.879], [0.011, 0.599, 0.728], [0.864, 0.332, 1.831], [-0.981, 0.384, 0.090], [-0.089, 0.522, 0.924], [1.036, -0.470, -0.451], [-0.549, 0.002, 0.458], [-1.241, 1.815, -0.312], [1.101, -0.532, -0.171], [-0.409, 0.239, -0.196], [-0.484, -0.129, 0.347], [0.034, -0.019, -0.099], [-0.579, -0.162, 0.515], [0.193, 0.131, -0.226], [-0.150, -0.260, -0.015], [-0.618, -0.301, -0.653], [0.099, 0.380, -0.060], [-0.257, 0.078, -0.258], [0.311, -0.089, -0.192], [-0.485, -0.286, 0.393], [-0.205, -1.010, -0.680], [0.877, 0.567, -0.562], [0.218, 1.003, -0.060], [0.352, -0.226, -0.813], [-0.308, 0.109, 0.217], [0.267, -0.313, -0.117], [0.207, -0.364, 0.217], [0.002, -0.618, 0.042], [0.351, -0.140, 0.458]], "lowdin_charge": [-0.738, -0.119, -0.071, -0.069, -0.092, -0.241, -0.179, -0.072, -0.192, -0.090, -0.105, -0.121, -0.081, -0.085, -0.215, -0.088, 0.079, 0.060, 0.071, 0.105, 0.109, 0.108, 0.108, 0.123, 0.140, 0.132, 0.121, 0.112, 0.117, 0.111, 0.113, 0.125, 0.132, 0.123, 0.137, 0.102, 0.098, 0.079, 0.080, 0.076, -0.063, -0.136, -0.213, 0.032, -0.118, -0.047, -0.037, -0.149, -0.231, -0.085, 0.081, 0.071, 0.089, 0.111, 0.137, 0.116, 0.089, 0.100, 0.125, 0.107, 0.073, 0.081, 0.081, 0.131, 0.131, 0.111, 0.139, 0.095, 0.091, 0.091, -0.046, -0.106, -0.219, 0.040, -0.157, -0.048, -0.082, -0.233, -0.199, -0.052, 0.082, 0.088, 0.067, 0.129, 0.126, 0.104, 0.088, 0.114, 0.123, 0.114, 0.083, 0.082, 0.093, 0.133, 0.137, 0.134, 0.124, 0.097, 0.095, 0.091, -0.044, -0.071, -0.227, 0.036, -0.182, -0.064, -0.067, -0.251, -0.195, -0.021, 0.071, 0.074, 0.084, 0.105, 0.122, 0.100, 0.105, 0.113, 0.119, 0.134, 0.101, 0.081, 0.084, 0.132, 0.139, 0.138, 0.121, 0.089, 0.086, 0.086]}